Density functional theory data (wB97M-V/def2-TZVPD) for one molecule with the formula C6H14.

```
20
C6H14 (wB97M-V/def2-TZVPD)
C 2.780 0.300 -0.233
C 1.403 -0.376 -0.268
C 0.269 0.444 0.335
C -1.063 -0.311 0.324
C -2.158 0.527 0.974
C -1.481 -0.730 -1.088
H 2.789 1.271 0.279
H 3.015 0.470 -1.280
H 3.578 -0.317 0.198
H 1.158 -0.521 -1.327
H 1.431 -1.382 0.169
H 0.171 1.377 -0.243
H 0.508 0.747 1.364
H -0.920 -1.224 0.922
H -3.106 -0.020 1.011
H -1.886 0.811 1.997
H -2.322 1.448 0.402
H -2.448 -1.243 -1.068
H -1.578 0.151 -1.737
H -0.759 -1.408 -1.554
```

Properties
**Orbital gap**: 12.063 eV
**Structure (SMILES)**: CCCC(C)C
**Energy relative to the best compared isomer or geometry (same formula, charge and spin)**: 5.3 kcal/mol

***

Density functional theory data (wB97M-V/def2-TZVPD) for one molecule with the formula C5H8N2O3.

```
18
C5H8N2O3 (wB97M-V/def2-TZVPD)
O -2.558 -1.074 1.730
C -1.703 -0.681 0.976
O -1.411 0.721 0.971
C -1.122 -1.545 -0.129
C 0.373 -1.449 -0.248
N 1.058 -1.896 -1.231
O 0.301 -2.248 -2.320
C 1.140 -0.795 0.843
C 1.908 -1.549 1.867
N 0.604 -1.003 2.190
H -0.845 0.940 0.218
H -1.591 -1.240 -1.073
H -1.433 -2.576 0.074
H 0.895 -2.150 -3.070
H 1.481 0.215 0.604
H 2.793 -1.062 2.280
H 1.965 -2.638 1.802
H 0.408 -0.020 2.610
```

Properties
**Orbital gap**: 10.350 eV
**Structure (SMILES)**: O=C(O)C/C(=N\O)[C@@H]1CN1
**Energy relative to the best compared isomer or geometry (same formula, charge and spin)**: 77.8 kcal/mol

***

Density functional theory data (wB97M-V/def2-TZVPD) for a 3-piece molecular cluster, C7H22N3O7S2 overall.

```
41
C7H22N3O7S2 (wB97M-V/def2-TZVPD)
N 0.211 -2.320 0.939
C -0.333 -1.074 0.754
N -1.688 -0.979 0.705
N 0.383 -0.019 0.643
O 1.693 -0.069 0.232
H 0.788 -2.271 1.775
H 0.786 -2.573 0.134
H -1.988 -0.252 0.063
H -2.094 -0.856 1.629
H 0.029 0.917 0.849
H 2.229 0.239 0.982
O 0.762 -3.122 -2.281
S -0.011 -3.527 -3.427
O -0.488 -4.864 -3.544
O 0.779 -3.122 -4.736
C 2.132 -3.615 -4.904
C 2.179 -5.089 -5.254
C -1.365 -2.422 -3.632
H 2.714 -3.398 -4.007
H 2.552 -3.027 -5.715
H 1.814 -5.706 -4.434
H 3.204 -5.388 -5.470
H 1.556 -5.297 -6.123
H -1.005 -1.399 -3.569
H -2.069 -2.631 -2.829
H -1.830 -2.615 -4.594
O 1.237 3.581 3.817
S -0.151 3.299 3.643
O -0.676 3.026 2.328
O -1.014 4.412 4.351
C -0.787 5.799 3.987
C -1.347 6.147 2.623
C -0.616 1.974 4.707
H 0.278 6.023 4.053
H -1.290 6.380 4.755
H -0.821 5.619 1.829
H -1.245 7.216 2.441
H -2.400 5.874 2.559
H -0.240 2.174 5.706
H -0.164 1.068 4.309
H -1.700 1.885 4.705
```

Properties
**Orbital gap**: 9.162 eV
**Total charge**: +1

***

Density functional theory data (wB97M-V/def2-TZVPD) for a 2-piece molecular cluster, C4H8N2O2 overall.

```
16
C4H8N2O2 (wB97M-V/def2-TZVPD)
N 2.168 -1.003 -0.404
C 1.391 -1.431 0.696
O 1.477 -1.046 1.857
O 0.285 -2.161 0.279
H 2.980 -0.459 -0.112
H 1.646 -0.487 -1.144
H 0.300 -2.330 -0.685
C -1.773 1.729 -2.088
C -1.642 2.233 -0.844
N -0.854 1.666 0.193
C -1.234 0.502 0.628
H -1.281 0.765 -2.412
H -2.325 2.321 -2.818
H -2.232 3.074 -0.538
H -0.810 0.058 1.599
H -2.024 -0.118 0.152
```

Properties
**Orbital gap**: 9.809 eV
**Structure (SMILES)**: NC(=O)O.C=CN=C
**Energy relative to the best compared isomer or geometry (same formula, charge and spin)**: 60.8 kcal/mol

***

Density functional theory data (wB97M-V/def2-TZVPD) for a 2-piece molecular cluster, C3H10N3 overall.

```
16
C3H10N3 (wB97M-V/def2-TZVPD)
C -0.211 1.558 -1.386
N -1.146 1.792 -0.544
H 0.218 0.585 -1.432
H 0.156 2.314 -2.085
H -1.511 2.752 -0.710
C 0.535 -1.482 0.140
C 0.365 -0.453 1.021
N -1.011 -0.079 1.492
N 1.733 -1.839 -0.515
H -0.305 -2.217 -0.076
H 1.130 0.215 1.348
H -1.395 0.661 0.824
H -1.599 -0.941 1.469
H -0.948 0.244 2.415
H 2.448 -1.146 -0.449
H 1.540 -1.965 -1.513
```

Properties
**Orbital gap**: 10.276 eV
**Total charge**: +1
**Energy relative to the best compared isomer or geometry (same formula, charge and spin)**: 59.4 kcal/mol

***

Density functional theory data (wB97M-V/def2-TZVPD) for one molecule with the formula C4H12O6Si.

```
23
C4H12O6Si (wB97M-V/def2-TZVPD)
C 1.628 -1.919 -1.331
O 0.345 -1.566 -0.697
Si -0.107 -0.166 -0.051
O -1.671 -0.584 0.154
C -2.799 -0.600 -0.678
O 0.355 0.466 1.429
C 0.703 -0.114 2.627
C 0.407 1.745 -1.049
O 1.770 1.591 -1.127
O -0.255 1.829 -2.311
O -0.004 2.932 -0.404
H 1.210 -2.826 -1.896
H 2.442 -2.194 -0.604
H 2.010 -1.189 -2.066
H -3.700 -0.883 -0.219
H -2.692 -1.115 -1.612
H -3.130 0.346 -0.990
H -0.134 0.100 3.298
H 1.641 0.124 3.020
H 0.732 -1.226 2.355
H 2.106 2.070 -1.882
H -0.602 2.692 -2.349
H 0.358 2.944 0.480
```

Properties
**Orbital gap**: 9.777 eV
**Structure (SMILES)**: CO[Si](OC)(OC)C(O)(O)O

***

Density functional theory data (wB97M-V/def2-TZVPD) for one molecule with the formula H2NO2P.

```
6
H2NO2P (wB97M-V/def2-TZVPD)
N 0.733 0.995 0.412
O 1.095 -1.656 0.460
O -1.140 -0.773 -0.374
P 0.347 -0.485 0.129
H 0.315 1.751 -0.234
H -1.350 0.168 -0.391
```

Properties
**Orbital gap**: 10.606 eV
**Energy relative to the best compared isomer or geometry (same formula, charge and spin)**: 5.8 kcal/mol

***

Density functional theory data (wB97M-V/def2-TZVPD) for an isolated ion of composition C9H11N2O and charge +1.

```
23
C9H11N2O (wB97M-V/def2-TZVPD)
C -1.749 -2.222 1.200
C -1.183 -1.843 0.091
C -0.980 -1.398 -1.285
O -1.680 -0.345 -1.867
N 0.074 -1.056 -0.306
C 1.368 -1.829 -0.419
C 0.335 0.402 -0.086
C -0.472 1.172 0.752
C -0.120 2.496 1.037
C 0.949 3.068 0.426
C 1.688 2.261 -0.456
N 1.433 0.914 -0.656
H -1.239 -2.017 2.251
H -2.627 -2.691 1.260
H -0.659 -2.045 -1.982
H -1.983 0.297 -1.132
H 1.262 -2.906 -0.243
H 1.954 -1.554 -1.292
H 1.993 -1.381 0.334
H -1.211 0.571 1.153
H -0.806 3.244 1.465
H 1.145 4.139 0.741
H 2.509 2.723 -0.987
```

Properties
**Orbital gap**: 10.356 eV
**Structure (SMILES)**: C=C1[C@@H](O)[N@@+]1(C)c1ccccn1
**Total charge**: +1
**Energy relative to the best compared isomer or geometry (same formula, charge and spin)**: 84.2 kcal/mol

***

no.,LUMO energy (eV),E_tot (eV),E_HOMO (hartree)
1,1.226,-6449.178,-0.398
2,0.527,-14434.370,-0.361
3,-4.094,-48079.975,-0.487
4,0.392,-11351.477,-0.346
5,-3.018,-7735.689,-0.489
6,0.720,-24506.116,-0.333
7,-0.296,-14906.515,-0.401
8,-3.486,-14528.654,-0.509